Record 1
C13H48B2F8HfN18O13 | ωB97M-V/def2-TZVPD

Last column: Löwdin charge in e.
Element x y z (Å)
Hf -0.460 -0.180 0.207  1.895
B 0.119 -4.192 4.287  -1.249
F 0.580 -4.491 5.538  0.171
F 0.373 -2.756 4.096  0.021
F 0.790 -4.798 3.224  0.113
F -1.254 -4.283 4.136  0.127
B -3.233 -2.550 -3.769  -1.229
F -1.895 -2.823 -3.851  0.134
F -3.574 -1.656 -4.852  0.080
F -3.891 -3.713 -3.716  0.213
F -3.538 -1.815 -2.521  0.008
C 1.054 -2.969 0.467  -0.163
C 0.250 -2.996 -0.799  -0.163
O 0.139 -1.683 -1.302  -0.185
O 0.431 -1.995 1.290  -0.186
H 2.120 -2.714 0.410  0.117
H 0.996 -3.899 1.040  0.137
H -0.709 -3.410 -0.647  0.100
H 0.814 -3.625 -1.483  0.150
H 0.681 -1.587 -2.121  0.048
H 0.609 -2.096 2.289  0.128
C 2.038 1.613 2.566  -0.159
C 0.819 2.444 2.115  -0.156
O 0.277 1.978 0.853  -0.184
O 1.581 0.256 2.721  -0.111
H 2.310 2.148 3.505  0.145
H 2.793 1.676 1.815  0.099
H 1.222 3.418 1.985  0.115
H -0.020 2.402 2.851  0.136
H -0.437 2.632 0.632  0.064
H 2.305 -0.365 2.549  0.057
C -0.684 0.962 -2.998  -0.575
O -0.422 1.079 -1.778  -0.098
N -0.303 2.011 -3.778  0.186
N -1.197 -0.156 -3.526  0.239
H -0.048 2.934 -3.276  0.099
H -0.356 1.920 -4.785  0.120
H -1.579 0.043 -4.413  0.116
H -1.633 -0.899 -3.049  0.057
C 1.404 5.144 -1.989  -0.595
O 1.139 4.105 -2.574  -0.012
N 0.924 5.407 -0.742  0.193
N 2.111 6.172 -2.658  0.174
H 1.141 6.265 -0.321  0.092
H 0.166 4.865 -0.367  0.062
H 2.454 6.028 -3.590  0.110
H 2.420 6.929 -2.106  0.082
C 2.787 0.468 -0.366  -0.544
O 1.707 -0.155 -0.120  -0.125
N 2.715 1.569 -1.108  0.248
N 3.985 -0.070 0.046  0.221
H 1.923 2.127 -1.282  0.074
H 3.593 2.010 -1.215  0.113
H 4.884 0.341 -0.149  0.122
H 3.967 -0.923 0.583  0.075
C -2.473 -2.716 0.640  -0.499
O -2.043 -1.548 0.302  -0.142
N -3.292 -3.334 -0.237  0.246
N -2.279 -3.307 1.854  0.248
H -3.549 -4.274 -0.062  0.125
H -3.450 -2.969 -1.148  0.076
H -2.520 -4.270 1.973  0.128
H -1.616 -2.960 2.495  0.068
C 1.942 -2.303 -4.070  -0.477
O 2.064 -1.664 -2.986  -0.011
N 3.056 -2.711 -4.816  0.171
N 0.633 -2.763 -4.560  0.162
H 3.889 -2.232 -4.599  0.090
H 2.910 -2.977 -5.772  0.104
H -0.134 -2.675 -3.900  0.042
H 0.636 -3.539 -5.205  0.101
C 4.082 -2.529 3.005  -0.560
O 3.326 -1.897 2.196  -0.071
N 5.262 -2.011 3.417  0.154
N 3.718 -3.727 3.575  0.199
H 5.892 -2.486 4.123  0.152
H 5.537 -1.081 3.074  0.120
H 4.187 -4.161 4.322  0.095
H 2.924 -4.341 3.293  0.123
C -3.452 1.220 -0.335  -0.547
O -2.260 1.029 0.039  -0.136
N -4.033 2.301 0.229  0.209
N -4.046 0.532 -1.305  0.251
H -3.571 2.510 1.079  0.099
H -5.039 2.307 0.171  0.128
H -3.542 -0.089 -1.903  0.075
H -4.826 0.942 -1.761  0.127
C -2.247 4.928 0.069  -0.637
O -1.691 4.054 0.771  -0.036
N -2.336 4.773 -1.283  0.192
N -2.838 6.026 0.651  0.174
H -2.657 5.482 -1.889  0.102
H -1.776 3.999 -1.660  0.113
H -3.218 6.857 0.158  0.134
H -2.541 6.240 1.583  0.105
C -1.506 -0.025 3.361  -0.478
O -1.123 0.035 2.101  -0.182
N -0.605 0.107 4.353  0.223
N -2.774 -0.300 3.654  0.234
H -0.827 0.052 5.330  0.133
H 0.403 0.232 4.040  0.119
H -3.467 -0.698 3.084  0.110
H -3.117 -0.185 4.597  0.135

## Properties
LUMO energy: -4.0824 eV
net charge: +2
2S+1: 1
E: -92115.5364 eV
frontier orbital gap: 10.30 eV



Record 2
C13H48BrFNO10 | ωB97M-V/def2-TZVPD

Last column: Löwdin charge in e.
Element x y z (Å)
C -1.121 -0.125 1.001  -0.032
C -2.236 0.458 1.806  -0.447
F -2.403 -0.237 2.944  0.076
N -3.552 0.533 1.081  -0.421
C -4.213 -0.812 0.893  -0.007
Br -3.373 1.511 -0.521  0.989
H -0.300 0.560 0.994  0.065
H -0.825 -1.050 1.442  0.091
H -1.371 -0.336 -0.022  0.065
H -1.992 1.468 2.091  0.119
H -4.173 1.088 1.662  0.132
H -4.309 -1.015 -0.149  0.058
H -3.614 -1.579 1.334  0.107
H -5.179 -0.789 1.339  0.104
C 2.136 1.187 -0.963  -0.125
O 1.839 1.188 0.433  -0.146
H 1.392 0.558 -1.440  0.053
H 2.074 2.194 -1.382  0.083
H 3.130 0.770 -1.141  0.088
H 2.505 1.733 0.880  0.048
C 0.271 1.190 3.992  -0.136
O 1.586 1.734 4.104  -0.115
H -0.143 1.115 4.993  0.091
H -0.367 1.837 3.383  0.047
H 0.318 0.191 3.547  0.079
H 1.955 1.808 3.218  0.044
C 0.073 4.808 2.538  -0.115
O -1.101 3.999 2.349  -0.163
H 0.862 4.420 1.902  0.082
H -0.127 5.845 2.265  0.082
H 0.396 4.760 3.579  0.085
H -1.785 4.355 2.923  0.086
C 1.071 -2.317 -1.479  -0.139
O 0.841 -2.190 -0.079  -0.141
H 0.343 -2.977 -1.925  0.050
H 0.984 -1.338 -1.953  0.056
H 2.071 -2.729 -1.653  0.086
H 1.525 -1.604 0.267  0.036
C 3.766 -2.584 2.421  -0.128
O 3.419 -2.147 1.106  -0.136
H 2.874 -3.015 2.865  0.082
H 4.548 -3.344 2.386  0.081
H 4.102 -1.746 3.038  0.076
H 4.206 -1.765 0.706  0.082
C -1.664 -3.209 -4.383  -0.132
O -0.289 -2.924 -4.107  -0.145
H -2.178 -3.315 -3.433  0.062
H -2.126 -2.393 -4.945  0.073
H -1.765 -4.137 -4.949  0.086
H 0.161 -2.830 -4.952  0.084
C 4.694 2.783 3.154  -0.121
O 4.211 3.046 1.829  -0.135
H 3.937 2.226 3.693  0.057
H 5.611 2.193 3.120  0.083
H 4.881 3.720 3.678  0.086
H 4.888 3.545 1.362  0.081
C -5.113 -1.301 -3.557  -0.140
O -4.477 -2.354 -2.828  -0.139
H -4.416 -0.949 -4.311  0.077
H -6.018 -1.664 -4.045  0.084
H -5.368 -0.472 -2.888  0.060
H -5.099 -2.675 -2.170  0.071
C 2.546 -5.638 -3.650  -0.162
O 1.216 -6.035 -3.340  -0.125
H 3.064 -6.506 -4.048  0.078
H 2.556 -4.844 -4.404  0.071
H 3.073 -5.290 -2.757  0.072
H 0.759 -5.263 -2.992  0.047
C -1.457 4.698 -1.327  -0.168
O -1.481 5.481 -0.143  -0.124
H -0.937 5.272 -2.088  0.083
H -0.913 3.762 -1.158  0.062
H -2.473 4.480 -1.680  0.061
H -1.926 4.980 0.545  0.040

## Properties
LUMO energy: -4.7733 eV
net charge: +1
2S+1: 1
E: -108972.4300 eV
frontier orbital gap: 6.85 eV



Record 3
C13H48F3O15S | ωB97M-V/def2-TZVPD

Last column: Löwdin charge in e.
Element x y z (Å)
C -0.103 1.214 -0.852  -0.639
F -0.916 0.170 -0.744  0.133
F -0.833 2.230 -1.236  0.175
F 0.466 1.537 0.334  0.095
S 1.341 0.745 -2.020  0.602
O 0.775 0.728 -3.351  -0.323
O 2.354 1.835 -1.831  -0.317
O 1.776 -0.588 -1.618  -0.321
O 4.292 -0.426 0.105  -0.046
H 3.506 -0.369 0.647  -0.025
H 4.131 0.182 -0.617  0.017
O -1.150 1.128 -5.261  -0.056
H -0.372 0.890 -4.757  -0.040
H -1.682 1.643 -4.654  0.025
O 2.460 3.884 0.767  -0.048
H 1.751 3.260 0.611  -0.007
H 3.256 3.354 0.739  -0.014
O 2.364 0.537 1.814  -0.039
H 2.027 0.383 2.696  0.060
H 3.009 1.236 1.922  0.060
O 5.061 2.913 -0.326  -0.039
H 4.460 2.552 -0.978  -0.003
H 5.398 3.713 -0.728  0.054
O 4.543 1.713 -3.743  -0.049
H 3.741 1.818 -3.231  -0.032
H 4.300 1.985 -4.628  0.026
O 1.894 0.486 -5.913  -0.045
H 2.215 1.372 -6.079  0.031
H 1.613 0.500 -4.998  -0.032
O 3.853 -2.548 -1.793  -0.026
H 4.547 -1.998 -1.427  0.021
H 3.185 -1.928 -2.087  -0.010
C -3.758 3.587 2.780  -0.038
C -2.621 3.851 1.748  -0.444
C -1.795 5.091 2.254  -0.030
O -1.791 2.734 1.581  -0.068
H -4.124 4.342 3.476  0.079
H -3.487 2.717 3.378  0.059
H -4.660 3.358 2.212  0.071
H -3.053 4.022 0.762  0.133
H -0.938 5.281 1.609  0.075
H -1.510 4.772 3.257  0.080
H -2.462 5.950 2.330  0.077
H -1.726 2.444 0.668  0.065
C -1.602 -0.872 2.929  -0.088
C -2.175 0.052 3.910  -0.484
C -1.966 -0.546 5.247  -0.077
O -1.426 1.294 3.946  -0.049
H -0.534 -1.029 3.081  0.076
H -1.687 -0.641 1.867  0.075
H -2.097 -1.842 2.891  0.091
H -3.249 0.151 3.752  0.145
H -2.670 -1.350 5.462  0.082
H -2.180 0.097 6.101  0.090
H -1.029 -1.086 5.383  0.083
H -1.496 1.849 3.166  0.029
C -3.552 -3.758 -3.308  -0.058
C -2.250 -3.171 -2.819  -0.468
C -1.612 -2.119 -3.775  -0.036
O -2.521 -2.539 -1.568  -0.051
H -4.432 -3.115 -3.278  0.085
H -3.746 -4.560 -2.595  0.076
H -3.576 -4.154 -4.323  0.083
H -1.535 -3.973 -2.635  0.126
H -2.242 -1.234 -3.855  0.080
H -1.620 -2.461 -4.810  0.084
H -0.602 -1.787 -3.533  0.066
H -1.801 -1.932 -1.381  0.045
C -0.035 -4.674 1.554  -0.020
C 0.448 -3.309 1.263  -0.378
C 1.820 -3.106 1.954  0.029
O 0.769 -3.146 -0.105  0.254
H -0.180 -4.811 2.626  0.109
H 0.752 -5.349 1.219  0.106
H -0.869 -5.019 0.943  0.106
H -0.225 -2.582 1.716  0.137
H 2.239 -2.128 1.718  0.080
H 2.572 -3.821 1.620  0.109
H 1.803 -3.350 3.016  0.115
H 1.169 -2.278 -0.194  0.104

## Properties
LUMO energy (alpha / beta): -0.2480 / -6.8721 eV
2S+1: 2
E: -63955.3040 eV
frontier orbital gap (alpha / beta): 10.15 / 3.51 eV